11 unconnected molecules or ions with the total composition C30H85N3O11, computed with ωB97M-V with the def2-TZVPD basis set.

```
129
Properties=species:S:1:pos:R:3:forces:R:3:lowdin_charge:R:1
C -15.3091 -4.5105 20.9583 -0.5 -2.5 0.1 -0.043
C -15.1619 -5.8640 20.1886 -1.1 2.4 0.5 -0.502
C -16.4454 -6.1814 19.3836 0.9 1.1 1.6 -0.018
O -14.0777 -5.6913 19.3599 1.4 -0.8 -1.4 -0.062
H -15.3076 -3.6982 20.2524 -0.6 0.4 0.0 0.046
H -14.5013 -4.4032 21.6677 0.3 0.2 0.1 0.072
H -16.2203 -4.7428 21.5281 0.0 1.2 -0.1 0.081
H -14.9571 -6.5935 20.9535 -0.1 -0.8 0.2 0.130
H -17.2802 -6.1871 20.1027 0.0 -0.3 -0.6 0.090
H -16.2146 -7.1072 18.9450 -0.5 -1.5 -0.7 0.032
H -16.5960 -5.4527 18.5883 0.0 0.2 0.1 0.067
H -13.9170 -6.5427 18.8983 0.0 0.4 0.1 0.069
C -19.8278 -3.1238 16.4960 -1.5 0.5 1.3 -0.080
C -18.3641 -3.1274 16.5928 2.3 0.1 -0.7 -0.511
C -17.8617 -4.4941 16.1418 -0.6 0.6 -0.9 -0.078
O -17.7757 -2.1381 15.6927 -0.7 -0.4 0.7 -0.088
H -20.1469 -4.0357 17.0403 -0.3 0.6 -0.2 0.088
H -20.1395 -3.2317 15.4677 -0.2 0.2 -0.3 0.081
H -20.3011 -2.2225 16.9792 0.4 -0.9 -0.6 0.100
H -18.0081 -2.9679 17.6282 -0.2 0.3 -0.2 0.133
H -18.3495 -5.3021 16.6632 0.2 -0.4 0.5 0.070
H -16.7901 -4.5004 16.1779 0.6 -0.4 0.2 0.050
H -18.1537 -4.5886 15.0899 0.1 -0.1 0.0 0.090
H -16.8058 -2.1536 15.8088 -0.3 -0.1 0.4 0.034
C -15.8443 -9.3846 12.3755 1.8 0.6 0.5 -0.035
C -14.3215 -9.5067 11.8679 -2.1 -0.8 1.2 -0.498
C -13.9235 -10.9588 12.0883 -1.5 -0.5 2.0 -0.061
O -14.3085 -9.2288 10.5185 1.7 1.2 -1.7 -0.058
H -15.9213 -10.0081 13.2761 -0.2 0.4 -0.1 0.049
H -16.5433 -9.7843 11.6601 -0.1 -0.1 -0.5 0.069
H -16.0915 -8.3296 12.6157 0.0 -0.6 -0.2 0.077
H -13.6952 -8.7864 12.4098 -0.2 -0.2 0.2 0.109
H -14.4346 -11.5993 11.3365 0.2 0.4 0.6 0.099
H -14.2903 -11.1830 13.1534 0.5 -0.3 -1.5 0.090
H -12.8916 -11.2200 12.1232 1.1 0.2 -0.4 0.042
H -13.3718 -8.9620 10.3136 -1.4 -0.1 -0.2 0.093
C -15.0219 -8.0201 15.8388 0.2 -0.1 0.2 -0.041
C -14.8856 -8.8536 17.0929 -1.0 -2.1 0.8 -0.477
C -14.5440 -10.3304 16.7591 0.3 1.5 -0.6 -0.049
O -13.9066 -8.4328 18.0466 1.2 0.6 -0.6 -0.091
H -15.6872 -8.4577 15.0782 0.2 -0.1 0.5 0.073
H -14.0124 -7.9730 15.4128 -0.2 0.4 -0.1 0.067
H -15.4309 -7.0496 16.0899 0.2 0.5 -0.1 0.066
H -15.8311 -8.9110 17.7254 0.9 0.4 -1.0 0.145
H -13.6227 -10.3705 16.1053 -0.7 -0.2 1.1 0.091
H -15.3441 -10.7906 16.2331 -0.8 -0.3 -0.8 0.058
H -14.5453 -10.8076 17.7152 0.9 -0.7 0.5 0.070
H -12.9960 -8.6244 17.6829 -1.2 0.4 0.2 0.089
C -11.8828 -0.6806 13.6607 -0.3 0.5 0.2 -0.042
C -10.5970 -1.5037 13.4372 -0.2 0.7 -0.2 -0.476
C -9.3176 -0.6823 13.5213 1.2 -0.7 1.9 -0.061
O -10.5228 -2.6498 14.2718 0.4 -0.1 0.6 -0.084
H -11.6781 0.0198 14.4777 -0.1 0.0 0.1 0.068
H -12.7945 -1.2638 13.9559 1.0 0.2 -0.5 0.075
H -12.1454 -0.0444 12.7806 0.3 -0.6 0.5 0.089
H -10.5787 -1.8673 12.4271 -0.4 -0.6 -0.5 0.124
H -8.4413 -1.3194 13.2020 -0.9 0.7 0.3 0.096
H -9.1079 -0.3131 14.5782 -0.3 -0.7 -1.0 0.094
H -9.3409 0.2142 12.9515 -0.2 0.6 -0.9 0.060
H -10.2266 -2.3878 15.1679 -0.3 0.2 -0.3 0.077
C -12.3645 -5.8691 13.6440 0.1 -2.0 0.2 -0.033
C -13.0740 -5.0966 14.6990 -2.2 2.5 -0.4 -0.463
C -12.5890 -5.2575 16.0785 0.2 -1.2 2.8 -0.053
O -13.0343 -3.6784 14.3668 -0.4 -0.3 0.0 -0.092
H -12.8438 -5.8981 12.6588 0.0 0.3 0.5 0.052
H -12.3751 -6.9147 14.0406 0.3 0.3 -0.6 0.079
H -11.3245 -5.5647 13.5059 -0.2 0.1 0.2 0.058
H -14.1841 -5.3311 14.7574 1.1 0.1 -0.6 0.148
H -11.5159 -5.3981 16.1538 0.3 0.2 0.1 0.073
H -13.0566 -6.0855 16.6377 0.3 -0.6 -0.8 0.062
H -12.9166 -4.5357 16.8452 0.3 0.8 -1.0 0.081
H -12.1177 -3.3470 14.4753 -0.2 -0.3 -0.2 0.032
O -11.4795 -8.6094 16.1477 -0.1 0.6 0.1 -0.052
H -10.9668 -7.9677 15.6155 -0.2 -0.7 0.2 0.025
H -11.0549 -9.4608 16.0327 0.3 0.0 -0.2 0.046
O -10.4269 -1.4010 17.0053 -1.5 0.8 1.4 -0.087
H -11.3333 -1.3014 17.4708 1.3 -0.6 -1.1 0.052
H -9.9382 -0.7590 17.5458 0.3 -0.3 -0.5 0.050
C -8.9684 -5.8484 14.6779 0.1 0.8 -1.9 -0.055
C -8.1872 -6.8698 13.8716 0.1 1.3 -1.6 -0.400
C -9.0994 -7.6194 12.8856 -1.1 -0.5 1.6 -0.138
O -9.9010 -8.5470 13.6925 0.5 0.5 -0.1 -0.224
C -10.8922 -9.3035 13.0357 0.3 -0.6 -0.6 -0.123
N -7.1348 -6.1821 13.0564 0.6 -0.7 0.4 0.034
H -9.3554 -5.0967 13.9055 0.1 -0.9 1.3 0.094
H -8.2664 -5.2916 15.2663 0.2 0.2 0.8 0.076
H -9.7629 -6.2895 15.2646 -0.1 0.2 0.1 0.049
H -7.6861 -7.5450 14.5060 0.4 -1.2 0.8 0.123
H -8.4906 -8.1648 12.1902 0.2 -0.3 -0.6 0.113
H -9.8110 -6.9286 12.4007 0.5 -0.1 -0.2 0.109
H -10.4756 -10.0103 12.2857 0.1 0.4 0.3 0.099
H -11.6440 -8.7037 12.5197 0.1 0.3 0.0 0.061
H -11.4136 -9.9160 13.7784 0.1 0.2 0.0 0.078
H -7.3235 -5.2021 13.0126 -0.2 0.6 -0.1 0.045
H -6.1672 -6.2476 13.4268 -1.2 -0.3 -0.1 0.085
C -15.9371 0.0515 17.4463 2.4 -0.3 0.3 -0.034
C -14.6462 -0.8306 17.3976 -2.0 -0.6 -0.6 -0.378
C -14.0331 -1.0164 18.7332 1.0 0.3 0.7 -0.186
O -12.7413 -1.5847 18.5060 -0.3 0.0 0.1 -0.239
C -12.4260 -2.5788 19.4423 0.9 -1.0 0.6 -0.099
N -14.9896 -2.1598 16.8213 -0.6 0.7 0.0 0.081
H -16.5724 -0.3966 18.1971 -0.8 0.0 -0.4 0.080
H -16.2920 0.2258 16.4452 -0.8 -0.5 -0.1 0.073
H -15.6172 1.0194 17.7872 0.0 0.7 0.5 0.062
H -13.9176 -0.4042 16.7295 0.4 0.5 -0.2 0.133
H -14.5927 -1.7089 19.3654 -0.3 0.0 -0.2 0.112
H -13.9198 -0.0966 19.3292 -0.1 0.0 -0.3 0.140
H -12.1522 -2.1492 20.4144 0.0 0.2 0.0 0.093
H -11.5237 -3.1191 19.0613 -0.9 0.2 0.3 0.108
H -13.2727 -3.2670 19.6615 0.6 0.2 -0.6 0.061
H -14.8588 -2.9603 17.4196 0.2 0.1 0.3 0.073
H -14.4637 -2.3102 15.9912 0.6 -0.5 -0.7 0.053
C -14.0890 -5.7158 10.0944 0.3 1.0 2.3 -0.073
C -12.8361 -5.0545 9.5485 -1.6 0.8 -1.1 -0.373
C -11.6623 -5.9648 9.7962 1.7 1.2 -0.7 -0.223
O -11.8994 -7.3405 9.5492 -0.7 0.4 0.5 -0.207
C -10.8407 -7.9926 8.9291 0.7 -0.8 -1.7 -0.126
N -12.9367 -4.7599 8.0163 0.7 -0.2 2.5 0.042
H -14.3657 -6.6314 9.6557 -0.1 -1.1 -0.8 0.049
H -14.9340 -5.0290 10.0569 -0.1 0.0 0.1 0.080
H -13.8546 -5.9392 11.1935 -0.8 0.3 -1.4 0.080
H -12.7983 -4.0557 10.0993 0.7 -1.3 -0.8 0.157
H -11.1970 -5.8120 10.7831 -0.4 -0.2 0.0 0.112
H -10.9267 -5.6098 9.0583 0.2 -0.2 0.2 0.120
H -11.0126 -8.1098 7.8120 0.4 1.0 0.9 0.106
H -10.8883 -9.0426 9.1741 0.2 -0.4 0.8 0.070
H -9.8180 -7.5856 9.1653 -1.0 -0.3 -0.2 0.109
H -13.0878 -5.6711 7.6225 -0.2 -0.4 -0.5 0.049
H -13.7870 -4.2371 7.8685 -0.2 0.1 -0.1 0.051
```
Forces are in eV/Å.

Frontier orbital gap: 0.359 hartree
SMILES string: COC[C@H](C)N.COC[C@H](C)N.COC[C@H](C)N.CC(C)O.CC(C)O.CC(C)O.CC(C)O.CC(C)O.CC(C)O.O.O
Max |F|: 3.38 eV/A
Energy: -59478.09197 eV
Energy relative to the best compared isomer or geometry (same formula, charge and spin): 131.7 kJ/mol
LUMO energy: 0.52 eV